Below is 2 unconnected molecules or ions with the total composition F3H3SSi2 at a distorted geometry, with properties calculated with the ωB97M-V functional and the def2-TZVPD basis.

ORCA input file:
```
! RIJCOSX wB97M-V def2-TZVPD def2/J DEFGRID3
* xyz 0 1
F 1.95 -0.94 -1.07
F 1.52 -0.72 1.42
F 2.37 1.14 0.14
Si -0.78 0.72 -0.36
Si 1.29 -0.02 0.04
S -2.37 -2.01 0.09
H -1.14 1.93 0.31
H -0.64 1.24 -1.85
H -2.20 -1.34 1.28
*
```

Values from the calculation:
**Energy above the lowest of the compared OMol25 structures with the same formula, charge and spin**: 303.03 kJ/mol
**E**: -34794.294 eV

Here are the Mulliken charges for atoms 1 to 5, given in e: F -0.238; F -0.227; F -0.236; Si 0.134; Si 0.859